{
  "formula": "C4H4O2S",
  "method": "ωB97M-V with the def2-TZVPD basis set",
  "smiles": "Oc1cocc1S",
  "e_tot_ha": -703.44408,
  "homo_ev": -8.51,
  "spin_multiplicity": 1,
  "e_above_lowest_kj_mol": 125.70,
  "lumo_ev": 0.556,
  "species": ["O", "C", "C", "O", "C", "C", "S", "H", "H", "H", "H"],
  "coordinates": [[1.77, -0.94, 0.80], [0.54, -0.43, 0.61], [-0.47, -0.43, 1.52], [-1.57, 0.20, 0.98], [-1.24, 0.55, -0.29], [0.04, 0.21, -0.57], [1.05, 0.37, -2.04], [2.34, -0.63, 0.07], [-0.51, -0.83, 2.54], [-2.08, 0.93, -0.85], [0.14, 0.99, -2.76]]
}

***

{
  "formula": "C4H4O2S",
  "method": "ωB97M-V with the def2-TZVPD basis set",
  "e_tot_ha": -703.28544,
  "homo_ev": [-8.52, -8.57],
  "spin_multiplicity": 1,
  "e_above_lowest_kj_mol": 542.21,
  "lumo_ev": [-1.198, -1.078],
  "species": ["C", "C", "C", "C", "O", "O", "S", "H", "H", "H", "H"],
  "coordinates": [[1.38, 0.11, 0.17], [0.54, 1.25, 0.09], [-1.26, 0.07, -0.77], [0.92, -1.12, -0.13], [-3.01, -0.09, 1.10], [-0.67, 1.13, -0.35], [-2.69, -0.58, -0.26], [2.41, 0.28, 0.41], [0.88, 2.26, 0.27], [1.61, -1.94, -0.21], [-0.12, -1.36, -0.30]]
}

***

{
  "formula": "C4H4O2S",
  "method": "ωB97M-V with the def2-TZVPD basis set",
  "smiles": "C#CS(=O)(=O)C=C",
  "e_tot_ha": -703.29050,
  "homo_ev": -10.83,
  "spin_multiplicity": 1,
  "e_above_lowest_kj_mol": 528.93,
  "lumo_ev": -0.098,
  "species": ["C", "C", "S", "O", "O", "C", "C", "H", "H", "H", "H"],
  "coordinates": [[1.71, -2.25, 0.45], [1.22, -1.14, 0.36], [0.87, 0.83, -0.02], [1.45, 1.07, -1.34], [1.34, 1.54, 1.15], [-0.91, 1.06, -0.10], [-1.95, 0.34, -0.36], [2.22, -3.28, 0.38], [-1.08, 1.89, 0.53], [-3.05, 0.53, -0.19], [-1.82, -0.59, -0.84]]
}

***

{
  "formula": "C4H4O2Sn",
  "method": "ωB97M-V with the def2-TZVPD basis set",
  "e_tot_ha": -519.47295,
  "homo_ev": -8.40,
  "spin_multiplicity": 1,
  "e_above_lowest_kj_mol": 0.00,
  "lumo_ev": -0.261,
  "species": ["O", "C", "H", "C", "C", "C", "O", "Sn", "H", "H", "H"],
  "coordinates": [[-1.83, -0.69, -0.89], [-1.11, -0.03, 0.08], [-1.70, 0.21, 0.99], [0.01, 0.88, -0.35], [1.00, 0.69, 0.78], [0.35, -0.52, 0.22], [0.87, -1.59, -0.40], [-0.64, -2.02, -1.38], [0.23, 1.22, -1.36], [0.76, 1.04, 1.80], [2.05, 0.82, 0.51]]
}

***

{
  "formula": "C4H4O3",
  "method": "ωB97M-V with the def2-TZVPD basis set",
  "e_tot_ha": -380.33115,
  "homo_ev": -10.22,
  "spin_multiplicity": 1,
  "e_above_lowest_kj_mol": 566.79,
  "lumo_ev": -0.555,
  "species": ["C", "C", "C", "C", "H", "H", "H", "H", "O", "O", "O"],
  "coordinates": [[1.28, -0.80, 0.66], [-0.28, -0.59, 0.38], [-0.39, 0.75, -1.15], [-0.86, 0.86, 0.38], [1.61, -1.44, 1.78], [-0.60, -1.49, 1.20], [0.62, 1.44, -1.47], [-1.15, 1.07, -1.83], [2.17, -0.52, -0.07], [-0.63, -0.72, -1.08], [-1.80, 1.43, 1.20]]
}

***

{
  "formula": "C4H4O3",
  "method": "ωB97M-V with the def2-TZVPD basis set",
  "e_tot_ha": -380.36629,
  "homo_ev": -9.34,
  "spin_multiplicity": 1,
  "e_above_lowest_kj_mol": 474.53,
  "lumo_ev": 0.060,
  "species": ["O", "C", "C", "C", "O", "C", "O", "H", "H", "H", "H"],
  "coordinates": [[-0.36, -0.64, 2.23], [-0.82, -0.55, 1.12], [-0.02, 0.07, 0.01], [0.23, 1.56, 0.07], [1.36, 0.31, 0.37], [-0.13, -0.56, -1.34], [-1.14, -1.09, -1.72], [-1.83, -0.91, 0.84], [0.56, 1.83, -0.95], [1.38, 0.39, 1.34], [0.76, -0.41, -1.99]]
}

***

{
  "formula": "C4H4O3",
  "method": "ωB97M-V with the def2-TZVPD basis set",
  "smiles": "O=CCC(=O)C=O",
  "e_tot_ha": -380.41514,
  "homo_ev": -8.84,
  "spin_multiplicity": 1,
  "e_above_lowest_kj_mol": 346.27,
  "lumo_ev": -0.839,
  "species": ["O", "C", "C", "C", "O", "C", "O", "H", "H", "H", "H"],
  "coordinates": [[-1.05, 1.11, -1.29], [-0.70, 0.98, -0.13], [-0.77, -0.34, 0.78], [0.08, -1.16, -0.06], [-0.04, -2.01, -0.86], [1.40, 0.08, -0.48], [2.15, 0.50, 0.34], [-0.81, 1.82, 0.57], [-1.76, -0.76, 0.98], [-0.22, -0.07, 1.68], [1.71, -0.16, -1.52]]
}

***

{
  "formula": "C4H4O3",
  "method": "ωB97M-V with the def2-TZVPD basis set",
  "smiles": "O=C=C(C=O)CO",
  "e_tot_ha": -380.42753,
  "homo_ev": -9.82,
  "spin_multiplicity": 1,
  "e_above_lowest_kj_mol": 313.75,
  "lumo_ev": -0.236,
  "species": ["O", "C", "C", "C", "O", "C", "O", "H", "H", "H", "H"],
  "coordinates": [[2.29, -1.75, 0.54], [1.45, -0.99, 0.31], [0.57, -0.08, 0.10], [0.03, 1.09, 1.38], [-0.96, 1.69, 1.74], [-0.37, 0.03, -1.10], [-1.24, -1.08, -1.33], [0.93, 1.34, 1.90], [-0.01, 0.20, -2.13], [-1.07, 0.93, -0.89], [-1.62, -1.38, -0.53]]
}

***

{
  "formula": "C4H4O3",
  "method": "ωB97M-V with the def2-TZVPD basis set",
  "smiles": "O=CC1(C=O)CO1",
  "e_tot_ha": -380.40702,
  "homo_ev": -10.31,
  "spin_multiplicity": 1,
  "e_above_lowest_kj_mol": 367.60,
  "lumo_ev": -0.824,
  "species": ["O", "C", "C", "C", "O", "C", "O", "H", "H", "H", "H"],
  "coordinates": [[0.74, -0.27, 2.14], [-0.05, -0.64, 1.31], [-0.01, -0.12, -0.13], [-0.95, -0.66, -1.13], [-1.82, -1.46, -0.87], [0.78, 1.12, -0.11], [1.29, 0.35, -1.10], [-0.93, -1.25, 1.61], [-0.72, -0.32, -2.15], [0.40, 2.12, -0.26], [1.33, 0.94, 0.82]]
}

***

{
  "formula": "C4H4O3",
  "method": "ωB97M-V with the def2-TZVPD basis set",
  "e_tot_ha": -380.39901,
  "homo_ev": [-10.17, -10.17],
  "spin_multiplicity": 1,
  "e_above_lowest_kj_mol": 388.64,
  "lumo_ev": [-1.380, -1.381],
  "species": ["O", "C", "C", "C", "O", "C", "O", "H", "H", "H", "H"],
  "coordinates": [[-1.92, 0.73, 0.77], [-0.92, 1.08, 0.18], [0.09, 0.04, -0.17], [-0.32, -1.22, 0.54], [-0.62, -1.53, -0.73], [1.41, 0.36, -0.75], [1.82, 1.50, -0.85], [-0.73, 2.13, -0.04], [0.41, -1.84, 1.05], [-1.22, -0.73, 1.05], [2.01, -0.51, -1.04]]
}

***

{
  "formula": "C4H4O3",
  "method": "ωB97M-V with the def2-TZVPD basis set",
  "smiles": "Oc1coc(O)c1",
  "e_tot_ha": -380.41861,
  "homo_ev": -7.93,
  "spin_multiplicity": 1,
  "e_above_lowest_kj_mol": 337.18,
  "lumo_ev": 0.541,
  "species": ["O", "C", "C", "O", "C", "O", "C", "H", "H", "H", "H"],
  "coordinates": [[2.35, -0.33, -0.17], [1.14, 0.02, -0.06], [0.56, 1.21, 0.16], [-0.83, 0.99, -0.02], [-1.06, -0.26, 0.04], [-2.31, -0.32, -0.06], [0.13, -1.03, 0.16], [2.52, -1.20, 0.44], [1.20, 2.20, -0.04], [-2.41, -1.24, -0.42], [0.44, -2.07, 0.21]]
}

***

{
  "formula": "C4H4O3",
  "method": "ωB97M-V with the def2-TZVPD basis set",
  "e_tot_ha": -380.46802,
  "homo_ev": -8.97,
  "spin_multiplicity": 1,
  "e_above_lowest_kj_mol": 207.43,
  "lumo_ev": 0.428,
  "species": ["C", "C", "C", "C", "O", "O", "O", "H", "H", "H", "H"],
  "coordinates": [[1.62, -0.70, -0.09], [0.78, 0.39, -0.11], [2.70, 0.27, -0.02], [-0.67, 0.68, 0.17], [3.84, 0.43, 0.20], [1.76, 1.38, -0.16], [1.45, -2.03, -0.01], [-0.68, 1.51, 0.84], [-1.10, -0.23, 0.59], [-1.12, 1.14, -0.69], [1.74, -2.66, -0.73]]
}

***

{
  "formula": "C4H4O3S",
  "method": "ωB97M-V with the def2-TZVPD basis set",
  "smiles": "Oc1occ(S)c1O",
  "e_tot_ha": -778.69212,
  "homo_ev": -8.18,
  "spin_multiplicity": 1,
  "e_above_lowest_kj_mol": 136.87,
  "lumo_ev": 0.503,
  "species": ["O", "C", "O", "C", "C", "S", "C", "O", "H", "H", "H", "H"],
  "coordinates": [[-2.63, 0.18, -0.07], [-1.32, -0.15, -0.07], [-1.06, -1.47, -0.05], [0.28, -1.62, -0.06], [0.88, -0.39, -0.05], [2.60, -0.03, -0.14], [-0.18, 0.55, -0.05], [-0.10, 1.93, -0.03], [-2.68, 1.13, -0.09], [0.66, -2.62, -0.09], [2.80, 0.31, 1.16], [0.75, 2.18, -0.46]]
}

***

{
  "formula": "C4H4O3Tl",
  "method": "ωB97M-V with the def2-TZVPD basis set",
  "e_tot_ha": -552.90816,
  "s_squared": 0.76,
  "homo_ev": [-9.26, -9.21],
  "spin_multiplicity": 2,
  "e_above_lowest_kj_mol": 63.06,
  "lumo_ev": [-0.414, -2.754],
  "species": ["O", "C", "O", "O", "Tl", "C", "C", "C", "H", "H", "H", "H"],
  "coordinates": [[-0.22, 1.15, 0.88], [-1.44, 1.52, 0.78], [-1.78, 2.72, 0.63], [-2.34, 0.61, 0.76], [0.40, 3.40, 0.99], [0.80, -1.47, -0.59], [0.78, -1.23, -1.88], [0.71, -1.39, 0.73], [0.54, -0.23, -2.26], [1.09, -1.99, -2.60], [-0.15, -1.84, 1.24], [1.61, -1.25, 1.33]]
}

***

{
  "formula": "C4H4O4",
  "method": "ωB97M-V with the def2-TZVPD basis set",
  "e_tot_ha": -455.59312,
  "homo_ev": -10.17,
  "spin_multiplicity": 1,
  "e_above_lowest_kj_mol": 577.36,
  "lumo_ev": -0.676,
  "species": ["C", "C", "C", "C", "H", "H", "H", "H", "O", "O", "O", "O"],
  "coordinates": [[0.04, 0.23, 0.12], [-0.59, 1.22, -0.94], [-0.38, -1.34, -0.09], [1.61, -0.02, 0.26], [-1.39, 0.13, 1.58], [-1.10, 1.99, -0.62], [0.19, -2.17, -0.82], [1.77, 0.96, 1.16], [-0.38, 0.63, 1.34], [-0.54, 0.89, -2.10], [-1.43, -1.60, 0.60], [2.20, -0.93, -0.49]]
}

***

{
  "formula": "C4H4O4",
  "method": "ωB97M-V with the def2-TZVPD basis set",
  "smiles": "O=C(O)/C=C\\C(=O)O",
  "e_tot_ha": -455.69495,
  "homo_ev": -10.73,
  "spin_multiplicity": 1,
  "e_above_lowest_kj_mol": 310.02,
  "lumo_ev": -0.552,
  "species": ["O", "C", "O", "C", "C", "C", "O", "O", "H", "H", "H", "H"],
  "coordinates": [[-0.52, -0.50, 3.02], [-0.02, -0.37, 1.92], [1.31, -0.19, 1.49], [-1.01, -0.16, 0.71], [-0.91, -0.08, -0.52], [0.14, 0.17, -1.46], [-0.33, 0.20, -2.57], [1.48, 0.58, -1.18], [1.60, -0.32, 0.48], [-2.01, -0.16, 1.22], [-1.69, -0.38, -1.12], [1.98, 1.20, -1.98]]
}

***

{
  "formula": "C4H4O4",
  "method": "ωB97M-V with the def2-TZVPD basis set",
  "smiles": "O=C[C@@H]1O[C@H]1C(=O)O",
  "e_tot_ha": -455.55793,
  "homo_ev": -10.63,
  "spin_multiplicity": 1,
  "e_above_lowest_kj_mol": 669.76,
  "lumo_ev": -0.855,
  "species": ["O", "C", "C", "O", "C", "C", "O", "O", "H", "H", "H", "H"],
  "coordinates": [[2.31, 0.73, -0.63], [2.03, 0.26, 0.56], [0.57, -0.11, 0.57], [0.33, -1.28, -0.34], [-0.27, 0.06, -0.71], [-1.73, 0.41, -0.39], [-1.83, 1.67, 0.11], [-2.38, -0.68, 0.19], [2.73, -0.02, 1.47], [-0.15, -0.02, 1.56], [0.09, 0.30, -1.90], [-1.68, -1.32, -0.48]]
}

***

{
  "formula": "C4H4O5Tb",
  "method": "ωB97M-V with the def2-TZVPD basis set",
  "e_tot_ha": -1354.00736,
  "s_squared": 12.55,
  "homo_ev": [-23.37, -23.91],
  "charge": 3,
  "spin_multiplicity": 7,
  "e_above_lowest_kj_mol": 308.99,
  "lumo_ev": [-17.426, -14.187],
  "species": ["O", "C", "C", "O", "O", "C", "H", "H", "H", "H", "Tb", "O", "C", "O"],
  "coordinates": [[-0.81, 1.21, 0.44], [0.23, 0.33, 0.20], [-2.02, 0.67, 0.12], [0.60, 0.21, -1.02], [-1.27, -0.92, 0.32], [-2.50, -1.15, 0.07], [-2.21, 0.87, -0.96], [-2.78, 1.13, 0.77], [-2.81, -1.33, -0.98], [-3.05, -1.62, 0.90], [3.01, 0.26, -0.40], [1.14, 0.33, 1.10], [5.68, 0.05, -0.34], [6.79, -0.03, -0.24]]
}

***

{
  "formula": "C4H4ORb",
  "method": "ωB97M-V with the def2-TZVPD basis set",
  "e_tot_ha": -253.98198,
  "homo_ev": -2.02,
  "charge": -1,
  "spin_multiplicity": 1,
  "e_above_lowest_kj_mol": 19.00,
  "lumo_ev": 1.758,
  "species": ["C", "C", "C", "H", "H", "C", "O", "Rb", "H", "H"],
  "coordinates": [[-2.46, 1.28, -0.14], [-2.21, -0.10, 0.27], [-1.40, -0.68, 1.02], [-2.71, 1.39, -1.21], [-3.16, 1.82, 0.51], [-0.83, 1.87, 0.17], [0.22, 1.34, -0.54], [1.00, -1.30, -0.71], [-0.65, 2.02, 1.26], [-0.97, 2.94, -0.13]]
}

***

{
  "formula": "C4H4OS",
  "method": "ωB97M-V with the def2-TZVPD basis set",
  "smiles": "Sc1ccco1",
  "e_tot_ha": -628.20729,
  "homo_ev": -8.27,
  "spin_multiplicity": 1,
  "e_above_lowest_kj_mol": 72.76,
  "lumo_ev": 0.790,
  "species": ["S", "C", "C", "C", "C", "O", "H", "H", "H", "H"],
  "coordinates": [[1.97, -0.08, 0.01], [0.22, 0.11, -0.05], [-0.61, 1.16, 0.03], [-1.95, 0.60, -0.03], [-1.78, -0.74, 0.07], [-0.41, -1.07, -0.02], [2.20, 1.25, 0.01], [-0.39, 2.20, 0.00], [-2.87, 1.16, -0.01], [-2.48, -1.55, -0.05]]
}